Entry from the Open Molecules 2025 dataset: C45H71N4O5PPdSi as an isolated structure in a non-equilibrium geometry (wB97M-V/def2-TZVPD).

Geometry as XYZ:
```
128
Properties=species:S:1:pos:R:3:forces:R:3
Pd 0.2991 1.4936 0.4113 -0.750 1.418 0.235
O 4.3879 1.9128 4.4494 0.066 -0.058 -0.081
C 3.1902 1.7822 4.9859 -0.062 0.044 0.005
O 3.0051 1.5282 6.1431 -0.004 0.013 0.005
C 1.9949 1.9510 4.0909 -0.013 0.067 -0.035
C 0.7084 2.0132 4.5902 0.034 0.001 -0.012
N -0.1331 2.0452 3.5473 -0.152 0.020 -0.066
N 0.5328 2.0355 2.3851 0.430 -0.333 0.009
C 1.8267 1.9759 2.7007 0.080 0.249 0.030
C 2.8040 1.9864 1.5625 -0.063 0.002 0.054
O 3.9933 2.1059 1.7592 0.072 -0.066 0.056
O 2.2589 1.8770 0.3856 -0.393 0.123 -0.053
H 4.3638 2.0563 3.4750 -0.035 0.029 0.033
H 0.3670 2.0379 5.6127 0.008 -0.004 0.002
H -1.1319 2.1727 3.5694 0.004 0.027 0.009
C 0.7948 0.6622 -6.5920 0.011 0.009 0.001
C -0.5080 0.6719 -5.7921 0.005 0.009 0.005
C -1.4130 1.8022 -6.3107 -0.011 -0.017 -0.022
C -1.2132 -0.6811 -5.9713 0.011 -0.017 -0.001
C -0.2599 0.9212 -4.3144 -0.032 -0.004 0.002
C 0.9781 1.2985 -3.8045 0.017 -0.027 0.010
C 1.1397 1.4954 -2.4462 0.017 0.087 0.020
N 0.1255 1.3535 -1.5951 0.126 -0.238 0.097
C -1.0989 1.0193 -2.0535 -0.018 0.005 0.003
C -1.3088 0.7955 -3.3952 -0.010 0.052 0.018
C -2.1253 0.8696 -1.0030 0.027 -0.041 0.011
C -3.4552 0.5732 -1.2462 0.073 -0.072 -0.006
C -4.3340 0.3390 -0.1937 -0.001 0.013 0.010
C -3.7972 0.4024 1.0964 -0.023 -0.037 0.007
C -2.4729 0.7189 1.2797 0.064 -0.095 -0.036
N -1.6586 0.9793 0.2535 0.142 0.418 -0.022
C -5.8008 0.0022 -0.3988 0.002 -0.006 -0.004
C -6.1632 -0.0983 -1.8796 -0.007 0.004 -0.006
C -6.0961 -1.3452 0.2799 0.004 -0.010 0.000
C -6.6451 1.1092 0.2527 -0.016 -0.011 0.003
H 0.5757 0.4095 -7.6286 -0.002 0.014 -0.003
H 1.4994 -0.0819 -6.2148 -0.010 -0.012 -0.005
H 1.2821 1.6388 -6.5949 0.004 -0.002 0.014
H -1.5965 1.6596 -7.3759 -0.004 -0.002 0.002
H -0.9446 2.7785 -6.1761 0.004 -0.002 -0.004
H -2.3799 1.8102 -5.8042 0.002 0.004 0.003
H -1.3238 -0.8899 -7.0350 -0.008 0.007 0.000
H -2.2138 -0.6899 -5.5371 0.007 -0.002 0.014
H -0.6351 -1.4938 -5.5276 0.008 0.002 -0.007
H 1.8361 1.4234 -4.4475 0.000 0.002 0.001
H 2.0942 1.7626 -2.0092 -0.006 0.001 -0.012
H -2.2926 0.5075 -3.7349 -0.001 0.011 -0.017
H -3.7956 0.4958 -2.2669 -0.023 0.016 0.011
H -4.4077 0.1955 1.9638 0.002 0.000 0.001
H -2.0180 0.7130 2.2600 -0.042 0.044 0.010
H -5.5949 -0.8812 -2.3868 -0.002 -0.005 0.003
H -6.0127 0.8482 -2.4032 0.007 -0.001 -0.001
H -7.2182 -0.3530 -1.9726 0.000 0.004 0.002
H -5.4678 -2.1402 -0.1265 0.001 0.003 -0.006
H -7.1373 -1.6152 0.1047 -0.001 0.002 0.003
H -5.9468 -1.3051 1.3593 0.007 0.000 -0.002
H -6.4705 2.0743 -0.2258 0.007 -0.001 0.003
H -6.4347 1.2088 1.3183 -0.002 -0.003 0.000
H -7.7025 0.8663 0.1466 0.001 0.004 -0.005
C -0.9268 6.0321 2.1351 0.027 -0.054 -0.034
Si 0.3233 5.5644 0.8364 -0.022 0.006 0.600
C 0.2182 6.6519 -0.6802 -0.122 -0.137 -0.099
C 2.0582 5.5222 1.5030 -0.065 0.001 -0.168
C -0.1925 3.9125 0.0206 0.784 -1.648 -0.194
H -0.7877 7.0720 2.4376 0.022 -0.003 -0.002
H -0.8212 5.4214 3.0349 0.001 -0.006 -0.006
H -1.9515 5.9358 1.7713 0.000 0.001 -0.011
H 0.4178 7.6768 -0.3551 -0.001 -0.010 0.040
H -0.7681 6.6416 -1.1452 0.005 0.022 -0.024
H 0.9656 6.3904 -1.4297 -0.003 -0.011 0.001
H 2.3787 6.5407 1.7348 -0.068 0.030 -0.027
H 2.7758 5.1202 0.7873 0.021 -0.075 -0.005
H 2.1230 4.9609 2.4297 0.047 -0.173 0.161
H 0.5030 3.6102 -0.7563 -0.260 0.510 -0.455
H -1.2164 3.6145 -0.1825 -0.076 0.293 -0.146
O 0.4969 -0.7091 0.7316 0.297 -0.204 0.049
P 1.4822 -1.8169 1.1238 -0.330 -0.028 -0.081
C 2.0261 -1.4617 2.8407 0.069 -0.025 -0.015
C 0.9059 -1.3474 3.8873 0.011 -0.026 0.017
C 0.5888 -2.6563 4.6099 0.003 -0.021 -0.014
C 1.8458 -3.2975 5.1851 0.012 0.021 0.019
C 2.8676 -3.5400 4.0805 0.026 -0.015 0.005
C 3.2376 -2.2249 3.4045 0.003 0.013 -0.022
C 0.6181 -3.4129 0.8893 0.082 0.091 0.062
C -0.7801 -3.4266 1.5779 -0.004 -0.002 0.006
C -1.9283 -3.6488 0.5914 0.007 -0.046 -0.002
C -1.8302 -2.6769 -0.5765 -0.003 -0.032 -0.037
C -0.5164 -2.8795 -1.3583 0.001 0.015 -0.023
C 0.4731 -3.7656 -0.5997 0.015 -0.023 0.010
C 3.0577 -1.7059 0.1869 0.021 -0.095 0.043
C 3.9616 -2.9742 0.1960 0.023 0.033 0.001
C 4.0851 -3.7528 -1.1172 0.020 0.004 0.006
C 4.2251 -2.8388 -2.3272 -0.001 0.001 -0.002
C 3.0294 -1.8992 -2.4158 0.005 0.004 0.005
C 2.9468 -1.0036 -1.1833 -0.025 -0.002 -0.029
H 2.3824 -0.4385 2.6435 -0.042 -0.085 -0.016
H 0.0044 -0.9214 3.4328 -0.001 -0.001 0.002
H 1.2512 -0.6285 4.6384 -0.006 -0.057 0.004
H 0.1211 -3.3630 3.9234 0.008 0.013 0.035
H -0.1403 -2.4630 5.3994 0.008 0.012 0.002
H 1.5956 -4.2287 5.6939 -0.006 -0.011 -0.019
H 2.2868 -2.6355 5.9377 -0.004 -0.007 0.008
H 2.4616 -4.2486 3.3482 -0.018 0.006 0.006
H 3.7687 -4.0002 4.4877 0.003 0.000 -0.009
H 3.9967 -2.3778 2.6395 0.022 0.024 0.017
H 3.7018 -1.5741 4.1528 -0.026 -0.001 0.034
H 1.2634 -4.1641 1.3552 -0.003 -0.009 -0.010
H -0.9606 -2.4806 2.0947 -0.013 -0.001 -0.003
H -0.8030 -4.2098 2.3347 -0.003 0.001 -0.021
H -2.8761 -3.5286 1.1208 0.005 0.026 -0.006
H -1.9187 -4.6768 0.2225 -0.009 -0.005 0.014
H -1.8600 -1.6637 -0.1726 0.004 0.057 0.045
H -2.6922 -2.7902 -1.2380 0.004 0.019 -0.004
H -0.0541 -1.9103 -1.5699 -0.001 0.009 0.004
H -0.7159 -3.3467 -2.3250 -0.003 -0.009 0.007
H 1.4398 -3.7484 -1.0902 0.032 0.007 -0.023
H 0.1388 -4.8039 -0.6480 0.005 -0.004 -0.005
H 3.5652 -0.9803 0.8338 -0.004 0.021 -0.001
H 3.6629 -3.6623 0.9901 -0.012 0.004 -0.004
H 4.9647 -2.6348 0.4667 0.003 -0.007 -0.001
H 3.2356 -4.4217 -1.2640 -0.024 0.003 -0.004
H 4.9568 -4.4033 -1.0315 -0.002 -0.001 -0.010
H 4.3157 -3.4333 -3.2369 -0.005 -0.004 0.002
H 5.1448 -2.2502 -2.2428 -0.003 0.005 0.004
H 2.1118 -2.4795 -2.5446 -0.012 -0.013 0.006
H 3.1108 -1.2604 -3.2997 0.009 -0.003 -0.003
H 2.0279 -0.4182 -1.2015 0.031 -0.045 0.038
H 3.7711 -0.2866 -1.2394 -0.002 0.007 -0.005
```
Forces are in eV/Å.

Properties
energy	-84651.986	eV
charge	+2
ΔE to the lowest compared entry with this formula, charge and spin	0.0	kJ/mol